15
Properties=species:S:1:pos:R:3:forces:R:3:lowdin_charge:R:1 method="wB97M-V/def2-TZVPD" relative_energy_kcal_mol=25.77 multiplicity=1 total_charge=0 smiles="C[C@@H]1CCC=P1"
C -1.741755 0.398047 1.235732 1.2 4.3 1.0 -0.162
C -0.499822 -0.206347 0.730531 -1.4 -3.5 -3.9 -0.515
C 0.616726 0.561635 0.155251 1.5 2.6 1.7 -0.279
C 1.335063 0.002281 -1.062150 0.2 0.5 -2.1 -0.303
C 0.557065 -1.141499 -1.636657 1.9 -0.7 -0.1 -0.536
P -0.825775 -1.588030 -0.903919 -1.0 0.6 1.8 0.933
H -2.218299 1.146295 0.528141 0.4 -1.2 0.6 0.088
H -1.258398 1.153740 2.065602 -1.8 -1.7 -1.2 0.127
H -2.455406 -0.305468 1.630062 -0.1 0.0 0.3 0.057
H -0.187625 -0.957858 1.414306 0.6 -0.5 0.8 0.071
H 1.279597 0.721364 1.089759 -0.1 -0.2 -1.8 0.140
H 0.359647 1.584167 -0.100630 -0.7 0.3 0.1 0.104
H 2.302946 -0.254486 -0.747726 1.5 -1.1 0.3 0.073
H 1.627391 0.653044 -2.008837 -1.1 -0.3 2.1 0.145
H 1.108645 -1.766885 -2.389465 -1.0 0.8 0.4 0.057